Entry 1:
{
  "formula": "C27H48NORhSi",
  "method": "ωB97M-V/def2-TZVPD",
  "total_charge": 2,
  "orbital_gap_ev": [8.38, 6.97],
  "spin_multiplicity": 5,
  "elements": ["Rh", "C", "C", "C", "C", "C", "C", "C", "C", "C", "H", "H", "H", "H", "H", "H", "H", "H", "H", "H", "H", "H", "O", "H", "H", "C", "C", "C", "C", "Si", "C", "C", "C", "C", "C", "C", "C", "C", "H", "H", "H", "H", "H", "H", "H", "H", "H", "H", "H", "H", "H", "H", "H", "H", "H", "H", "H", "H", "H", "H", "H", "H", "H", "H", "H", "C", "C", "C", "C", "N", "C", "C", "H", "H", "H", "H", "H", "H", "H"],
  "xyz": [[-0.56508, 0.28860, 0.99721], [-3.72457, -1.32378, 2.11729], [-2.32399, -0.99814, 2.54617], [-1.99368, 0.29415, 2.98822], [-0.72301, 0.59298, 3.51309], [-0.47303, 1.91807, 4.17310], [0.25453, -0.40359, 3.46179], [-0.04988, -1.71853, 3.06158], [0.97906, -2.79903, 3.20264], [-1.33966, -1.99414, 2.60842], [-3.98382, -0.81248, 1.18920], [-4.43882, -1.00363, 2.87589], [-3.85172, -2.39290, 1.96178], [-2.77574, 1.04233, 3.05487], [-0.54098, 2.74507, 3.46666], [0.50690, 1.94500, 4.64566], [-1.22414, 2.08411, 4.94587], [1.24195, -0.19642, 3.85955], [1.73539, -2.73351, 2.41918], [0.52265, -3.78587, 3.15546], [1.49760, -2.70592, 4.15612], [-1.60397, -3.01107, 2.34454], [-2.63935, 1.44970, 0.09967], [-3.18355, 1.94448, 0.72601], [-3.25833, 1.03588, -0.51589], [0.01600, -0.24735, -4.12874], [-0.76251, 0.04337, -2.83884], [-0.71892, 1.57427, -2.59706], [-2.23273, -0.34005, -3.04078], [0.03702, -0.66723, -1.25130], [-0.69377, -3.06020, -1.34967], [-0.41155, -3.58344, -2.71674], [0.18788, -3.58373, -0.25999], [-2.13522, -2.92371, -0.96719], [1.95538, -0.73566, -1.34278], [2.34794, 0.70658, -1.75325], [2.56781, -0.99575, 0.04071], [2.58710, -1.69413, -2.35681], [-0.51856, 0.20631, -4.96671], [0.11161, -1.30940, -4.34161], [1.01678, 0.18721, -4.11666], [-1.05977, 2.06369, -3.51253], [0.28095, 1.95741, -2.38285], [-1.39000, 1.87695, -1.78984], [-2.68399, 0.35743, -3.74940], [-2.81960, -0.30053, -2.11780], [-2.34980, -1.33743, -3.46060], [0.63669, -3.49896, -2.99936], [-1.04191, -3.14456, -3.48525], [-0.64467, -4.65841, -2.69653], [1.23100, -3.66398, -0.55200], [-0.15710, -4.60278, -0.03395], [0.09911, -3.00770, 0.66106], [-2.77221, -2.62083, -1.79272], [-2.28047, -2.24998, -0.12113], [-2.47511, -3.91696, -0.64295], [1.90544, 1.47170, -1.10879], [2.08810, 0.93345, -2.78828], [3.43254, 0.79632, -1.66276], [2.16476, -0.32697, 0.81042], [3.64448, -0.81902, -0.00384], [2.42200, -2.02034, 0.37777], [2.21140, -1.54224, -3.36842], [2.44480, -2.74127, -2.09365], [3.66517, -1.51778, -2.37934], [2.63140, 5.94856, 0.70388], [1.84312, 4.68413, 0.79978], [0.59745, 4.54293, 0.19278], [-0.09917, 3.35743, 0.31127], [0.36736, 2.31065, 1.00219], [1.56615, 2.43816, 1.59357], [2.32075, 3.58648, 1.51927], [2.22214, 6.62046, -0.04663], [3.67280, 5.73823, 0.46173], [2.61867, 6.46333, 1.66661], [0.16827, 5.35265, -0.38112], [-1.06100, 3.22583, -0.16665], [1.92065, 1.58024, 2.15257], [3.28059, 3.62526, 2.01685]],
  "lowdin_spin": [2.2268, 0.0039, 0.0389, 0.0157, 0.0203, 0.0011, 0.0495, 0.0703, 0.0070, 0.0752, 0.0014, 0.0007, 0.0001, 0.0007, 0.0003, 0.0000, 0.0003, 0.0017, 0.0028, 0.0001, 0.0016, 0.0016, 0.0530, 0.0014, 0.0008, 0.0073, 0.0596, 0.0212, 0.0017, 0.3014, 0.4291, 0.0681, 0.0721, 0.0725, 0.0600, 0.0154, 0.0187, 0.0080, 0.0026, 0.0003, 0.0001, 0.0041, 0.0005, 0.0018, 0.0001, 0.0009, 0.0000, 0.0053, 0.0029, 0.0312, 0.0021, 0.0286, 0.0079, 0.0009, 0.0128, 0.0272, 0.0016, 0.0002, 0.0030, 0.0110, 0.0011, 0.0005, 0.0003, 0.0001, 0.0028, 0.0011, 0.0054, 0.0032, 0.0119, 0.0956, 0.0156, 0.0023, 0.0000, 0.0002, 0.0004, 0.0004, 0.0014, 0.0020, 0.0004]
}

***

Entry 2:
{
  "formula": "C27H49As3ClIrNO7P",
  "method": "ωB97M-V/def2-TZVPD",
  "orbital_gap_ev": 7.61,
  "spin_multiplicity": 1,
  "elements": ["Ir", "Cl", "C", "C", "C", "C", "O", "C", "C", "O", "C", "H", "H", "H", "H", "C", "As", "C", "C", "C", "C", "C", "As", "C", "C", "C", "As", "C", "C", "H", "H", "H", "H", "H", "H", "H", "H", "H", "H", "H", "H", "H", "H", "H", "H", "H", "H", "H", "H", "H", "H", "H", "H", "H", "H", "H", "C", "C", "C", "C", "O", "P", "O", "O", "O", "C", "C", "C", "C", "H", "H", "H", "H", "H", "H", "H", "H", "H", "H", "H", "H", "H", "H", "H", "H", "H", "H", "O", "C", "N"],
  "xyz": [[0.80074, 0.42286, -0.56939], [-3.30756, 5.30770, 2.98971], [-2.20238, 4.44351, 1.96055], [-0.97343, 5.02229, 1.62111], [-0.08938, 4.35573, 0.81257], [-0.37125, 3.07090, 0.29258], [0.48028, 2.53159, -0.52585], [-1.63116, 2.50009, 0.64499], [-2.09018, 1.19977, 0.24467], [-1.52651, 0.34729, -0.45731], [-2.52217, 3.20647, 1.47875], [-0.72509, 6.00087, 2.01138], [0.86589, 4.79361, 0.55521], [-3.10757, 0.95789, 0.59012], [-3.47093, 2.75349, 1.74137], [2.49444, -2.78384, -1.16646], [0.77347, -1.97159, -0.81699], [0.13349, -3.16280, 0.56785], [-0.45544, -2.63144, -2.18939], [-0.41395, -2.06835, -3.61116], [1.00305, -2.16900, -4.18327], [-0.90120, -0.61788, -3.62851], [0.18097, 0.74838, -2.77973], [1.59992, 1.16822, -4.01940], [-0.98562, 2.25896, -3.06137], [-1.32512, -2.91347, -4.52477], [-3.30628, -3.07129, -4.40813], [-3.83227, -1.34945, -5.19774], [-3.80854, -2.63747, -2.55697], [2.35552, -3.81193, -1.50085], [3.02060, -2.76228, -0.21308], [3.07828, -2.23482, -1.89795], [0.37671, -4.17470, 0.24075], [-0.94655, -3.07235, 0.68149], [0.62903, -2.93340, 1.50160], [-1.43844, -2.45528, -1.75361], [-0.30237, -3.71484, -2.20541], [1.72447, -1.60566, -3.59054], [1.03869, -1.78451, -5.20512], [1.33651, -3.20838, -4.20145], [-1.86797, -0.53619, -3.13006], [-1.02823, -0.27487, -4.65968], [1.18301, 1.21346, -5.02559], [2.40638, 0.44503, -3.97004], [1.99659, 2.14093, -3.73306], [-1.19736, 2.32588, -4.12894], [-0.48872, 3.15842, -2.71290], [-1.91038, 2.12071, -2.50599], [-0.96243, -3.94469, -4.50133], [-1.18842, -2.57643, -5.55886], [-3.39557, -1.25952, -6.19243], [-3.53704, -0.49238, -4.59501], [-4.91665, -1.34550, -5.30486], [-3.47512, -3.41837, -1.87530], [-4.89886, -2.62303, -2.54108], [-3.44460, -1.66977, -2.21205], [2.07481, 2.87363, 2.96139], [2.92778, 1.66675, 3.31927], [3.94918, 1.37719, 2.22945], [3.61440, 1.87174, 4.66060], [2.07679, 0.50909, 3.54261], [1.22593, -0.26867, 2.44152], [0.24374, 0.65413, 1.73453], [2.11170, -1.02121, 1.50519], [0.47337, -1.31631, 3.37953], [-0.72576, -1.07240, 4.16297], [-0.86294, -2.32359, 5.01525], [-0.54602, 0.16304, 5.03394], [-1.93109, -0.91468, 3.24540], [2.69090, 3.77491, 2.98399], [1.25790, 2.99142, 3.67579], [1.64814, 2.76647, 1.96720], [4.64804, 2.21355, 2.16223], [3.47392, 1.25059, 1.25701], [4.50515, 0.46750, 2.45540], [4.26369, 2.74730, 4.62082], [4.21676, 0.99908, 4.91393], [2.87127, 2.02108, 5.44506], [0.01882, -2.44838, 5.64366], [-0.96139, -3.20401, 4.37862], [-1.74426, -2.25265, 5.65414], [0.35529, 0.07483, 5.63993], [-1.40886, 0.27356, 5.69329], [-0.46350, 1.06126, 4.42006], [-1.97932, -1.74182, 2.53466], [-1.86597, 0.01974, 2.69261], [-2.84490, -0.91580, 3.84271], [4.85302, -0.23318, -1.60044], [3.74761, 0.14018, -1.38461], [2.65244, 0.57710, -1.25076]],
  "lowdin_charge": [0.9673, 0.6491, -0.6689, -0.0781, -0.0108, -0.3734, -0.2514, -0.1452, -0.2070, -0.1515, -0.0609, 0.1108, 0.1252, 0.1361, 0.1152, -0.2444, 1.0875, -0.2301, -0.3107, -0.6585, -0.0646, -0.3069, 1.0917, -0.2435, -0.2243, -0.3801, 1.1313, -0.3521, -0.3540, 0.0405, 0.0410, 0.0103, 0.0423, 0.0324, 0.0138, 0.0440, 0.0944, 0.0435, 0.0949, 0.0969, 0.0517, 0.0924, 0.0417, 0.0192, 0.0454, 0.0442, 0.0382, 0.0348, 0.0612, 0.0676, 0.0175, 0.0044, 0.0142, 0.0154, 0.0178, 0.0049, -0.0264, -0.6126, -0.0265, -0.0303, -0.1603, 0.2490, -0.3435, -0.3523, -0.1604, -0.6160, -0.0288, -0.0275, -0.0237, 0.0952, 0.0941, 0.0521, 0.0940, 0.0558, 0.0967, 0.0871, 0.0893, 0.0860, 0.0909, 0.0865, 0.0877, 0.0915, 0.0918, 0.0767, 0.0814, 0.0562, 0.0924, 0.0668, -0.5271, -0.1083]
}

***

Values of DFT total energy, in order: -1587.04222; -9253.02625, all in Eh.
Values of relative energy (zero: lowest compared OMol25 entry of this formula, charge and spin), in order: 12.5; 139.9, all in kJ/mol.